Entry 1:
Below is C53H56N11O7S2SbSr as an isolated structure, with properties calculated with ωB97M-V/def2-TZVPD.

**E_LUMO**: 3.680 eV
**Total charge**: -2
**E_HOMO**: -0.42 eV
**Max |F|**: 0.306 hartree/bohr
**DFT total energy**: -115622.6050 eV
**Gap between HOMO and LUMO**: 4.10 eV

Structure (XYZ):
```
131
Properties=species:S:1:pos:R:3:forces:R:3
Sr 0.0362 0.5971 0.3545 -2.40 1.78 15.42
O -2.2587 6.3961 0.7619 0.15 -0.39 0.05
C -3.2364 5.7321 0.1787 -0.13 0.63 0.08
O -4.1530 6.3057 -0.3958 0.09 -0.15 0.01
C -3.1518 4.2659 0.2134 0.06 -0.67 0.38
C -3.9527 3.3368 -0.4336 -0.23 0.32 0.11
N -3.3812 2.1312 -0.2822 0.14 0.54 0.26
N -2.2298 2.2111 0.3546 -1.01 0.70 1.34
C -2.0856 3.4926 0.7315 -0.90 -0.83 -0.84
C -0.7184 3.7669 1.1790 0.92 -1.07 1.18
O -0.3269 4.9185 1.4736 -0.38 0.06 0.31
O -0.0562 2.6808 1.2032 -0.66 3.14 1.55
H -1.4311 5.7977 1.0802 -0.45 0.25 -0.06
H -4.8590 3.4625 -0.9995 -0.07 0.07 0.00
H -3.5260 1.2736 -0.8282 -0.72 0.37 0.22
N -4.1223 -5.8190 -1.7639 -0.02 -0.21 0.15
C -3.6461 -4.5122 -1.9305 -0.14 0.13 -0.21
C -4.0092 -3.7808 -3.0581 0.05 -0.19 0.16
C -3.5904 -2.4656 -3.1763 0.06 0.07 0.00
C -2.8195 -1.9063 -2.1864 -0.30 0.70 -0.05
C -2.4478 -2.6020 -1.0478 -0.16 -0.30 -0.33
C -2.8622 -3.9144 -0.9391 0.13 0.18 0.14
S -2.4198 -0.1688 -2.3807 -2.05 -2.44 -0.44
O -3.7324 0.4646 -2.2011 0.27 0.09 0.22
O -1.8933 0.0567 -3.7037 -0.65 -0.19 0.19
N -1.4086 0.1308 -1.1251 -3.54 -2.42 -4.83
C -0.2527 -0.3550 -1.6536 -0.22 -5.26 -3.04
N -0.3436 -1.4951 -2.4014 1.16 0.76 0.33
C 0.7495 -1.8647 -3.0241 0.08 -0.34 -0.19
C 1.9778 -1.2624 -2.8106 0.20 -0.04 0.43
C 1.9921 -0.3050 -1.8103 1.30 -1.90 -0.28
N 0.8861 0.1995 -1.3250 2.81 -4.04 -7.31
H -4.2802 -6.3287 -2.6215 0.10 0.06 0.13
H -3.6025 -6.3526 -1.0827 -0.04 -0.05 -0.13
H -4.6222 -4.2341 -3.8279 -0.03 -0.04 -0.01
H -3.8496 -1.8675 -4.0401 -0.05 -0.04 -0.07
H -1.8161 -2.1164 -0.3029 -0.26 -0.42 -0.16
H -2.5717 -4.4736 -0.0637 0.02 -0.20 0.15
H 0.6187 -2.6851 -3.7199 0.19 -0.18 0.00
H 2.8757 -1.5704 -3.3186 0.11 -0.18 0.09
H 2.8767 -0.0040 -1.2680 0.18 -0.23 -0.43
C -0.8245 -1.9054 4.1264 -0.27 0.21 0.81
C -1.4588 -0.9657 5.1402 0.11 -0.76 0.22
N -2.3858 -0.1573 4.3968 -0.54 0.26 -0.32
C -1.8206 0.9422 3.6265 1.07 0.25 -0.44
C -0.3387 1.1773 3.9042 -1.13 0.32 -0.86
C -3.5287 -0.7732 4.0530 -0.47 0.48 0.29
O -4.0968 -1.5913 4.7749 -0.08 -0.20 -0.17
C -4.1255 -0.4858 2.7040 0.29 -0.42 -0.06
C -5.4870 -0.2290 2.5697 0.31 0.00 -0.10
C -6.0591 -0.2241 1.3078 0.28 -0.06 -0.01
C -5.2326 -0.5233 0.2344 -0.46 -0.03 0.20
N -3.9459 -0.7841 0.3654 0.44 0.06 -0.21
C -3.3634 -0.7618 1.5538 0.01 0.52 0.12
H 0.1589 -2.1881 4.4548 0.41 -0.31 0.10
H -0.7199 -1.3946 3.1484 -0.01 -0.54 0.51
H -1.4457 -2.7844 4.0700 -0.24 -0.48 -0.27
H -0.7159 -0.3373 5.6018 0.06 0.13 0.30
H -2.0265 -1.5093 5.8957 0.17 0.11 0.10
H -2.3927 1.8303 3.8754 -0.24 0.26 -0.51
H -1.7280 0.7537 2.5423 -1.07 0.10 0.48
H -0.1635 1.5955 4.8765 0.58 0.10 0.42
H -0.0345 1.7915 3.0602 0.13 0.89 0.69
H 0.1535 0.2892 3.5374 0.59 -0.52 0.91
H -6.0893 -0.0364 3.4461 0.05 -0.07 0.14
H -7.1099 -0.0156 1.1647 -0.04 0.03 -0.03
H -5.6125 -0.5456 -0.7806 -0.05 -0.01 -0.07
H -2.2389 -0.8896 1.5419 -1.30 -0.21 0.38
C 0.6956 2.4706 -6.0003 0.01 0.30 -0.62
C 0.5161 1.2035 -5.4695 0.21 -0.35 -0.20
C 0.4958 1.0517 -4.0999 0.15 -0.74 0.01
C 0.6622 2.1313 -3.2733 -0.51 0.55 -1.30
C 0.6863 3.3893 -3.8059 0.36 1.05 -1.17
C 0.7463 3.5789 -5.1652 0.24 0.35 -0.57
Sb -0.2691 2.3057 -1.4671 3.21 5.13 1.60
C 0.2730 4.3604 -1.1524 -0.10 0.00 -1.19
C -0.8217 5.0393 -1.6154 -1.07 1.09 0.47
C -0.7262 6.1997 -2.3451 -0.26 0.73 -0.14
C 0.5289 6.7005 -2.6445 -0.11 0.47 -0.37
C 1.6545 6.0259 -2.2061 0.56 0.29 0.12
C 1.5176 4.8527 -1.4901 0.69 0.46 0.41
C 1.8498 2.1207 -0.4931 2.62 2.86 -1.28
C 2.7244 2.0227 -1.6053 -0.43 -0.30 -0.50
C 4.0230 2.4650 -1.6731 0.41 0.06 -0.23
C 4.5662 3.1200 -0.5824 0.24 0.15 -0.08
C 3.7506 3.3321 0.5129 0.26 0.09 0.22
C 2.4389 2.8876 0.5327 -0.27 -0.86 0.04
H 0.7107 2.6077 -7.0826 -0.03 -0.04 0.19
H 0.3421 0.3406 -6.1079 0.05 0.14 -0.03
H 0.2055 0.1248 -3.6187 0.45 0.59 -1.20
H 0.4140 4.1901 -3.1305 0.86 0.06 -1.28
H 0.7261 4.5964 -5.5600 0.05 -0.28 -0.07
H -1.7968 4.5714 -1.4550 0.48 0.77 -0.16
H -1.6233 6.6959 -2.7253 0.27 0.05 0.13
H 0.6184 7.5940 -3.2622 0.04 -0.13 0.12
H 2.6530 6.3594 -2.4919 -0.21 0.03 0.06
H 2.3894 4.2517 -1.2851 0.03 0.45 -0.06
H 2.3231 1.6005 -2.5648 0.94 0.50 1.19
H 4.5736 2.3411 -2.6052 0.04 0.06 0.17
H 5.5779 3.5099 -0.6341 -0.02 -0.01 0.15
H 4.1090 3.9114 1.3515 0.11 0.02 0.15
H 1.7908 3.1246 1.3522 0.35 0.25 0.36
C -5.0107 5.2772 -3.7219 -0.48 -0.02 -0.11
N -3.6561 4.8085 -3.6680 0.37 -0.96 0.42
C -3.3392 3.4553 -3.6100 -1.66 0.72 -0.06
N -4.3245 2.5332 -3.9321 0.30 0.77 0.36
S -1.8313 2.9771 -3.2303 -2.42 0.13 -2.94
H -4.9847 6.3650 -3.7665 -0.12 -0.05 -0.01
H -5.6031 4.9904 -2.8405 0.04 0.07 -0.09
H -5.4947 4.8960 -4.6284 -0.03 0.14 0.11
H -3.0409 5.4021 -3.1153 -0.01 -0.46 -0.32
H -5.2722 2.8484 -3.7823 -0.05 0.05 -0.11
H -4.1482 1.6130 -3.5044 0.08 0.42 -0.31
C 2.8258 0.3474 2.9498 -0.33 -0.54 -0.39
C 2.6121 -1.1001 3.1944 0.03 -0.26 -0.48
C 3.4519 -1.9890 3.8404 -0.38 0.07 -0.10
C 3.2088 -3.3631 3.7907 0.06 -0.15 0.05
C 2.1513 -3.8488 3.0249 -0.14 0.44 -0.01
C 1.2956 -2.9737 2.3778 0.34 0.18 -0.43
C 0.1890 -3.3259 1.4471 0.58 0.32 0.04
C 1.4929 -1.5637 2.4393 -1.61 1.28 -0.16
N 0.5966 -0.6592 1.8810 2.85 -4.00 2.14
H 3.7930 0.6851 3.2746 0.40 0.53 0.01
H 1.9738 0.9134 3.2873 0.19 0.52 0.76
H 2.5855 0.4009 1.8745 0.98 0.49 -0.04
H 4.3095 -1.6300 4.3903 0.20 0.18 0.14
H 3.8441 -4.0498 4.3278 0.19 -0.13 0.09
H 1.9946 -4.9154 2.9521 -0.08 -0.26 -0.03
H 0.3843 -4.2636 0.9537 -0.13 -0.42 -0.48
H 0.1593 -2.3967 0.8267 -0.28 -0.92 -0.25
H -0.7453 -3.3523 1.9776 -0.73 -0.19 0.10
```
Positions in Å, forces in eV/Å.

These are the Mulliken partial charges, in e, on atoms 1 to 8:
1. Sr 5.518
2. O -0.605
3. C 0.494
4. O -0.722
5. C -0.128
6. C -0.968
7. N 0.847
8. N 0.937

***

Entry 2:
Below is one molecule with the formula C21H25N3O5, with properties calculated with ωB97M-V/def2-TZVPD.

**E_LUMO**: 0.617 eV
**E_HOMO**: -8.04 eV
**Max |F|**: 0.018 hartree/bohr
**Relative energy (zero: lowest compared OMol25 entry of this formula, charge and spin)**: 48.41 kcal/mol
**DFT total energy**: -36891.1016 eV
**Gap between HOMO and LUMO**: 8.65 eV
**SMILES string**: CCOc1ccc(NC(=O)CCC(=O)NNC(=O)COc2ccccc2C)cc1

Structure (XYZ):
```
54
Properties=species:S:1:pos:R:3:forces:R:3
C -4.5282 -4.5353 0.1086 -0.26 0.33 0.02
C -5.6579 -3.6450 0.6186 0.17 -0.37 0.16
O -5.9683 -2.5925 -0.2727 -0.06 0.18 -0.17
C -5.1504 -1.5072 -0.3491 0.04 0.23 -0.12
C -4.0455 -1.2589 0.4585 -0.27 -0.26 -0.02
C -3.2984 -0.1055 0.2981 0.08 0.20 -0.10
C -3.6476 0.8244 -0.6711 -0.20 -0.32 0.18
N -2.9022 2.0002 -0.8895 -0.08 0.06 -0.30
C -2.1056 2.6378 -0.0031 0.00 0.40 -0.46
O -1.9716 2.3038 1.1589 -0.15 -0.07 0.29
C -1.3784 3.8414 -0.5962 0.13 0.06 0.27
C -0.2043 4.2836 0.2855 -0.07 -0.10 -0.18
C 0.9247 3.2708 0.2077 -0.09 0.13 0.27
O 1.9044 3.3899 -0.5031 0.21 0.02 -0.25
N 0.7584 2.2156 1.0377 -0.18 -0.84 0.39
N 1.6355 1.1388 0.9554 0.39 0.75 -0.34
C 1.2132 -0.1329 1.0615 0.38 0.10 -0.08
O 0.0833 -0.4522 1.3707 -0.24 -0.16 0.05
C 2.3187 -1.1601 0.8225 -0.32 -0.30 0.13
O 3.4596 -0.5207 0.3114 0.24 -0.01 -0.10
C 4.5526 -1.2755 -0.0325 0.27 0.01 -0.11
C 4.6394 -2.6505 0.1196 -0.33 0.12 0.12
C 5.7942 -3.3158 -0.2633 0.13 -0.01 -0.05
C 6.8581 -2.6156 -0.7955 0.05 -0.16 0.00
C 6.7673 -1.2403 -0.9444 -0.13 -0.01 0.05
C 5.6276 -0.5518 -0.5702 -0.17 0.05 0.07
C 5.5136 0.9338 -0.7165 -0.05 -0.06 0.02
C -4.7466 0.5766 -1.4898 0.13 0.00 0.16
C -5.4882 -0.5724 -1.3307 0.01 -0.23 0.11
H -3.6029 -3.9727 0.0128 0.10 -0.02 0.00
H -4.3711 -5.3587 0.7999 0.05 -0.10 0.07
H -4.7886 -4.9375 -0.8673 -0.01 -0.06 -0.07
H -5.4253 -3.2521 1.6158 -0.08 -0.01 -0.08
H -6.5840 -4.2233 0.6844 0.13 0.10 0.08
H -3.7405 -1.9543 1.2233 0.01 -0.11 0.06
H -2.4365 0.0541 0.9243 0.05 0.01 0.02
H -3.0410 2.4308 -1.7931 0.20 -0.01 0.17
H -1.0207 3.6012 -1.5996 -0.07 0.04 -0.03
H -2.0960 4.6625 -0.6777 -0.01 -0.03 -0.06
H 0.1768 5.2417 -0.0676 0.05 -0.10 0.06
H -0.5445 4.3800 1.3165 0.00 0.06 -0.03
H -0.1472 2.0055 1.4626 0.22 0.11 -0.11
H 2.5267 1.3663 0.5265 -0.18 -0.08 0.12
H 1.9272 -1.9129 0.1248 0.04 0.13 0.10
H 2.5310 -1.6575 1.7800 -0.04 0.07 -0.13
H 3.8191 -3.2149 0.5347 -0.09 -0.03 0.04
H 5.8521 -4.3869 -0.1405 0.00 -0.08 0.01
H 7.7565 -3.1338 -1.0943 0.08 -0.05 -0.02
H 7.5988 -0.6900 -1.3601 0.06 0.09 -0.04
H 5.4014 1.4007 0.2615 -0.02 0.12 0.03
H 6.3965 1.3421 -1.2002 0.04 0.05 -0.02
H 4.6350 1.1934 -1.3051 -0.04 0.12 -0.03
H -5.0189 1.2886 -2.2566 -0.05 0.08 -0.07
H -6.3424 -0.7724 -1.9578 -0.10 -0.02 -0.08
```
Positions in Å, forces in eV/Å.

These are the natural (NBO) partial charges, in e, on atoms 1 to 8:
1. C -0.638
2. C -0.062
3. O -0.494
4. C 0.283
5. C -0.248
6. C -0.210
7. C 0.101
8. N -0.590

***

Entry 3:
Below is a 2-piece molecular cluster, C5H15NO overall, with properties calculated with ωB97M-V/def2-TZVPD.

**E_LUMO**: 0.701 eV
**E_HOMO**: -8.64 eV
**Max |F|**: 0.049 hartree/bohr
**Relative energy (zero: lowest compared OMol25 entry of this formula, charge and spin)**: 37.07 kcal/mol
**DFT total energy**: -8964.7510 eV
**Gap between HOMO and LUMO**: 9.34 eV
**SMILES string**: CCN(C)CC.O

Structure (XYZ):
```
22
Properties=species:S:1:pos:R:3:forces:R:3
C 0.0809 3.0341 -1.7503 -0.66 0.05 1.42
C 0.6146 2.2440 -0.5284 -0.36 -1.91 -1.61
N -0.0981 0.9257 -0.4890 0.38 0.68 0.89
C -1.3089 1.0914 0.2810 -0.94 -0.88 0.60
C 0.8069 -0.0834 0.1503 0.04 1.44 -1.65
C 0.1437 -1.3691 0.4657 -1.02 -1.15 1.30
H -0.1334 4.0537 -1.4070 0.70 0.20 -0.75
H -0.9122 2.6817 -2.0463 0.17 -0.34 0.15
H 0.7310 2.8790 -2.6018 0.13 0.61 -0.11
H 0.5473 2.7709 0.4264 0.01 0.08 0.03
H 1.6407 1.9009 -0.7131 0.08 0.83 0.15
H -2.0076 0.2486 0.1168 0.48 0.12 0.25
H -1.0542 1.1428 1.3588 -0.37 0.09 -0.10
H -1.9448 1.9454 0.0373 0.62 0.33 -0.30
H 1.5350 -0.2283 -0.6650 0.15 -0.27 0.52
H 1.3733 0.3528 1.0002 -0.49 -0.23 0.00
H -0.3140 -1.9068 -0.3715 0.80 0.03 -0.25
H -0.7276 -1.3100 1.1301 0.16 0.66 0.13
H 0.8203 -1.9715 1.0819 0.09 -0.35 -0.65
O 0.4017 -6.4101 1.5339 -1.05 0.89 0.38
H -0.0650 -6.0396 0.7744 0.38 -0.33 -0.49
H -0.1295 -5.9521 2.2155 0.67 -0.56 0.11
```
Positions in Å, forces in eV/Å.

These are the natural (NBO) partial charges, in e, on atoms 1 to 8:
1. C -0.626
2. C -0.223
3. N -0.434
4. C -0.432
5. C -0.229
6. C -0.636
7. H 0.207
8. H 0.215